Entry 1:
C39H31F2MnN6O3S as an isolated structure. Source: the Open Molecules 2025 dataset; level of theory: ωB97M-V with the def2-TZVPD basis set.

Element x y z (Å)
Mn -0.2518 0.9895 -0.8871
O 2.1935 -5.0626 -3.1460
C 1.4374 -4.9616 -2.1641
O 1.1179 -5.7870 -1.2883
C 0.7763 -3.5714 -1.9968
C -0.2086 -3.3533 -1.0453
C -0.6959 -2.0726 -0.8367
N -0.2079 -1.0160 -1.5053
C 0.6791 -1.2355 -2.4879
C 1.1824 -2.4946 -2.7678
C 1.1020 -0.0137 -3.2109
C 1.8907 -0.0347 -4.3542
C 2.2389 1.1616 -4.9532
C 1.7873 2.3514 -4.4008
C 0.9987 2.2940 -3.2669
N 0.6617 1.1418 -2.6854
C -1.7882 -1.7880 0.1326
C -2.0140 -2.5770 1.2555
C -3.0030 -2.1920 2.1441
C -3.7427 -1.0497 1.8786
C -3.4619 -0.3473 0.7172
N -2.5137 -0.7060 -0.1354
H -0.5595 -4.2055 -0.4788
H 1.9236 -2.6837 -3.5322
H 2.2262 -0.9765 -4.7630
H 2.8578 1.1654 -5.8411
H 2.0412 3.3089 -4.8333
H 0.6222 3.1862 -2.7826
H -1.4090 -3.4523 1.4439
H -3.1828 -2.7692 3.0423
H -4.5087 -0.7023 2.5585
H -4.0093 0.5572 0.4675
C 5.0491 -1.6408 0.0976
C 3.6365 -2.1446 -0.1587
N 2.7332 -1.8344 0.9433
C 2.7006 -2.8048 2.0369
C 1.5938 -3.8341 1.8836
C 1.9883 -0.7178 0.9883
S 2.2189 0.5150 -0.1957
N 1.2234 -0.5860 2.0853
C 0.1205 0.1548 2.1136
O -0.5545 0.5537 1.1488
C -0.4290 0.4577 3.4818
C 0.0547 -0.1739 4.6216
C -0.4861 0.1183 5.8656
C -1.5069 1.0531 5.9787
C -1.9838 1.6955 4.8432
C -1.4495 1.3956 3.5994
H 5.7114 -1.9291 -0.7204
H 5.4558 -2.0545 1.0231
H 5.0432 -0.5530 0.1756
H 3.6199 -3.2282 -0.2947
H 3.2378 -1.6923 -1.0626
H 2.5808 -2.2568 2.9700
H 3.6767 -3.2943 2.0534
H 0.6293 -3.3292 1.9310
H 1.6418 -4.5628 2.6960
H 1.6628 -4.3792 0.9399
H 0.8527 -0.8958 4.5117
H -0.1094 -0.3819 6.7494
H -1.9265 1.2844 6.9503
H -2.7714 2.4341 4.9296
H -1.8011 1.8844 2.6996
F 1.1427 5.4600 1.9066
C 0.3251 4.8616 1.0033
C 0.5481 3.5539 0.6438
C -0.2872 2.9198 -0.2872
C -1.3558 3.6853 -0.8212
C -1.5316 5.0076 -0.4210
F -2.5583 5.7581 -0.9168
C -0.7091 5.6286 0.4880
C -2.2326 2.9611 -1.7493
C -3.2925 3.4946 -2.4917
C -4.0179 2.6750 -3.3315
C -3.6819 1.3317 -3.4328
C -2.6240 0.8704 -2.6776
N -1.9159 1.6530 -1.8582
H 1.3774 3.0171 1.0899
H -0.8663 6.6539 0.7881
H -3.5341 4.5405 -2.4037
H -4.8384 3.0829 -3.9090
H -4.2228 0.6543 -4.0786
H -2.3179 -0.1658 -2.7034

Cartesian forces (eV/Å) of the 6 atoms listed first:
0.8169 -0.1322 0.3587
0.0711 0.0308 0.0384
-0.1786 -0.0571 -0.1429
0.0610 0.0023 0.0762
0.0352 0.0451 0.0449
0.0383 -0.0145 -0.0194

## Properties
Total charge = -1
Energy above the lowest of the compared OMol25 structures with the same formula, charge and spin = 1.7 kcal per mole
Orbital gap (alpha / beta) = 7.357 / 6.759 eV
Spin multiplicity = 2

***

Entry 2:
C39H31N10OW as an isolated structure. Source: the Open Molecules 2025 dataset; level of theory: ωB97M-V with the def2-TZVPD basis set.

Element x y z (Å)
W 0.2256 0.3304 -0.3927
C 0.1019 3.8656 -1.4159
C -1.1975 3.1615 -1.1142
C -2.3018 4.0107 -1.0793
C -3.5650 3.5172 -0.8562
C -3.7132 2.1447 -0.7511
C -2.6005 1.3312 -0.8305
N -1.3369 1.8270 -0.9268
C -2.7415 -0.1365 -0.8375
C -3.9766 -0.7018 -1.0971
C -4.1239 -2.0761 -1.0701
C -3.0054 -2.8458 -0.8417
C -1.7630 -2.2513 -0.6636
N -1.6298 -0.8928 -0.6109
C -0.5841 -3.1587 -0.6812
C -0.6634 -4.4550 -0.1917
C 0.4164 -5.2992 -0.4119
C 1.4958 -4.8365 -1.1406
C 1.4982 -3.5134 -1.5873
C 2.6254 -2.9799 -2.4202
N 0.4890 -2.6881 -1.3100
H -0.0245 4.3756 -2.3734
H 0.9815 3.2530 -1.5354
H 0.2773 4.6406 -0.6694
H -2.1415 5.0697 -1.2295
H -4.4207 4.1763 -0.7954
H -4.6954 1.7248 -0.6054
H -4.8218 -0.0823 -1.3485
H -5.0834 -2.5343 -1.2699
H -3.0661 -3.9219 -0.8958
H -1.5330 -4.8135 0.3420
H 0.3965 -6.3175 -0.0463
H 2.3217 -5.4945 -1.3765
H 2.8998 -3.6911 -3.1988
H 3.5213 -2.8115 -1.8162
H 2.3335 -2.0449 -2.8948
C 0.2579 -2.6019 3.1064
C 1.6024 -2.7514 3.4053
C 2.5178 -2.1607 2.5623
C 2.0887 -1.4114 1.4706
N 0.7798 -1.1885 1.2326
C -0.0934 -1.8268 2.0286
C 3.0112 -0.8935 0.4689
C 4.3837 -1.1233 0.5294
C 5.2150 -0.6687 -0.4702
C 4.6366 0.0096 -1.5337
C 3.2776 0.2105 -1.5276
N 2.4492 -0.2125 -0.5522
H -0.5107 -3.0815 3.6962
H 1.9285 -3.3373 4.2542
H 3.5710 -2.3011 2.7480
H -1.1320 -1.7263 1.7789
H 4.8042 -1.6712 1.3581
H 6.2815 -0.8449 -0.4284
H 5.2239 0.3813 -2.3613
H 2.8314 0.7454 -2.3487
N 1.3398 1.9341 0.6744
C 0.6053 2.7478 1.6262
C 1.0611 3.9551 2.0775
C 0.3253 4.6573 3.0471
C -0.8295 4.1266 3.5514
C -1.3103 2.8802 3.0932
C -2.4932 2.2885 3.5803
C -2.8869 1.0882 3.0594
C -2.1223 0.4884 2.0568
N -0.9956 0.9839 1.5669
C -0.5836 2.1838 2.0981
H 1.7757 2.5447 -0.0150
H 2.1284 1.5142 1.1710
H 1.9905 4.3699 1.7032
H 0.6907 5.6119 3.4002
H -1.3911 4.6548 4.3115
H -3.0714 2.7867 4.3486
H -3.7883 0.5937 3.3936
H -2.4916 -0.4289 1.6243
O 0.9124 1.2492 -2.0456
N 0.2960 0.1290 -2.4442
C -0.2097 0.0703 -3.6264
C -0.0413 1.1438 -4.5518
N 0.0821 2.0729 -5.2156
C -1.0155 -1.0794 -3.9147
N -1.6967 -1.9944 -4.0441

Cartesian forces (eV/Å) of the 6 atoms listed first:
-0.4199 0.7015 0.7107
-0.0042 0.0769 -0.0189
0.2186 0.0012 -0.0021
-0.1072 -0.0071 0.0064
0.0838 0.0357 -0.0157
-0.0568 -0.0908 0.0049

## Properties
Total charge = +3
Energy above the lowest of the compared OMol25 structures with the same formula, charge and spin = 0.0 kcal per mole
Orbital gap (alpha / beta) = 6.955 / 6.956 eV

***

Entry 3:
C39H31N2NiO8S2Sb as an isolated structure. Source: the Open Molecules 2025 dataset; level of theory: ωB97M-V with the def2-TZVPD basis set.

Element x y z (Å)
Ni -0.4003 -0.2555 1.0246
O 0.8951 0.0853 4.8689
C 0.2868 0.2795 3.7627
O -0.1435 -0.5894 2.9679
C 0.0812 1.7436 3.5679
C -0.1813 2.5237 4.6468
C -0.6331 3.8335 4.4713
C -0.3354 4.5451 3.3103
C -0.0173 3.7662 2.1900
C 0.0916 2.3241 2.2543
O 0.1640 1.6397 1.1597
N 0.4278 4.4848 0.9201
O 0.8339 5.6485 1.0711
O 0.3314 3.9320 -0.2119
N -1.0985 4.6163 5.6119
O -1.7079 5.6631 5.3150
O -0.7314 4.2915 6.7511
H -0.3183 2.0829 5.6613
H -0.3703 5.6174 3.1208
O 1.5154 -0.7987 0.6605
S 2.2331 -1.8575 -0.2154
C 2.7935 -0.9307 -1.7740
C 3.3778 0.4120 -1.6020
C 2.6036 1.6134 -1.4637
C 3.1781 2.8786 -1.3428
C 4.5192 3.0565 -1.6217
C 5.3289 1.9035 -1.7877
C 4.7646 0.6361 -1.8656
C 3.8433 -2.0090 0.6891
C 4.2273 -0.9009 1.6266
C 5.4205 -0.2221 1.3414
C 5.8550 0.7961 2.2292
C 5.1672 0.9723 3.4799
C 3.9572 0.3236 3.7511
C 3.4626 -0.5518 2.7420
H 1.8437 -0.7699 -2.3253
H 3.3429 -1.6862 -2.2958
H 1.5048 1.5276 -1.3308
H 2.5846 3.7050 -1.0434
H 4.9874 4.0597 -1.5921
H 6.3817 2.0822 -1.7682
H 5.3110 -0.2033 -2.2261
H 4.7137 -2.1598 -0.0111
H 3.6230 -2.9324 1.2775
H 6.0162 -0.4355 0.4343
H 6.8429 1.2975 2.0968
H 5.5900 1.6528 4.2391
H 3.3793 0.4684 4.6895
H 2.4487 -0.9630 2.8861
S -2.2932 -1.2232 0.9487
Sb -2.9137 -1.8088 -1.3405
C -4.9833 -1.6599 -1.5811
C -5.6970 -0.5076 -1.3045
C -7.1269 -0.5999 -1.3390
C -7.7768 -1.7483 -1.7782
C -7.0364 -2.9088 -1.9401
C -5.6544 -2.8877 -1.8487
C -2.3071 -0.1143 -2.4467
C -1.3694 0.7127 -1.8817
C -1.0592 1.9431 -2.4802
C -1.7283 2.2750 -3.6745
C -2.7858 1.4670 -4.1467
C -3.1175 0.2897 -3.5264
C -2.1294 -3.8434 -1.6442
C -2.1477 -4.5602 -0.4378
C -1.7495 -5.8981 -0.4140
C -1.3757 -6.4976 -1.5930
C -1.2901 -5.7429 -2.8173
C -1.6805 -4.4366 -2.8073
H -5.1297 0.3630 -1.0702
H -7.7367 0.2399 -1.0341
H -8.8386 -1.7558 -1.8778
H -7.5321 -3.8577 -2.0396
H -5.0177 -3.7713 -1.9967
H -0.8482 0.4037 -0.9599
H -0.2605 2.5667 -2.0636
H -1.4770 3.2190 -4.1127
H -3.2267 1.6521 -5.1257
H -3.9551 -0.3630 -3.8955
H -2.4283 -4.0654 0.4924
H -1.6203 -6.4574 0.4918
H -1.0454 -7.5293 -1.6416
H -0.9312 -6.2135 -3.7169
H -1.7214 -3.8780 -3.7382

Cartesian forces (eV/Å) of the 6 atoms listed first:
2.0603 1.1998 1.3291
-1.1743 -0.8565 -2.3804
2.0699 1.0543 4.1571
-0.3569 -0.8469 -1.1845
-0.0914 0.1880 -2.0574
-1.8847 0.0482 1.5489

## Properties
Orbital gap (alpha / beta) = 6.942 / 6.750 eV
Spin multiplicity = 3

***

Entry 4:
A 3-piece molecular cluster, C39H32BrN3O4 overall. Source: the Open Molecules 2025 dataset; level of theory: ωB97M-V with the def2-TZVPD basis set.

Element x y z (Å)
H 0.4628 -3.8863 0.8226
N -0.2071 -3.1706 1.1233
C 0.2604 -2.5533 2.1134
C -0.5903 -1.4274 2.7224
C 0.2398 -0.0920 2.7906
C -0.0310 0.5023 4.1517
N -0.2838 0.8981 5.1684
C -0.2735 0.9473 1.7310
Br 0.7080 2.6552 1.9948
C -1.7119 1.2499 2.0160
N -2.8119 1.2618 2.2013
C -0.0063 0.4029 0.2965
C -0.8288 1.0753 -0.8284
C -2.2734 0.5290 -1.0660
C -2.5375 -0.9304 -0.5727
C -2.6968 0.6046 -2.5858
H 1.2666 -2.8149 2.4887
H -1.4478 -1.3260 2.0314
H -1.0164 -1.7001 3.6991
H 1.3183 -0.2663 2.6588
H -0.0292 -0.6996 0.2680
H 1.0550 0.6581 0.0963
H -0.8850 2.1733 -0.6995
H -0.2581 0.9196 -1.7671
H -2.9764 1.1818 -0.5179
H -1.6769 -1.6128 -0.6496
H -3.3449 -1.3648 -1.1890
H -2.9532 -0.8838 0.4526
H -2.8522 -0.3986 -3.0137
H -1.9673 1.1780 -3.1832
H -3.6667 1.1275 -2.6442
O 5.5040 9.0122 -0.5427
C 5.3729 8.0469 0.1831
C 6.5582 7.3969 0.8021
C 7.8259 7.9155 0.5618
C 8.9339 7.3415 1.1642
C 8.7809 6.2473 2.0107
C 7.5216 5.7165 2.2397
C 6.4072 6.2846 1.6325
C 5.0638 5.6951 1.8719
O 4.9382 4.6950 2.5506
C 3.8772 6.3571 1.2699
C 2.6100 5.8399 1.5131
C 1.4926 6.4659 0.9846
C 1.6368 7.6136 0.2103
C 2.8989 8.1251 -0.0465
C 4.0237 7.4968 0.4773
H 7.9469 8.7697 -0.0919
H 9.9200 7.7495 0.9793
H 9.6468 5.8076 2.4902
H 7.4055 4.8622 2.8944
H 2.4932 4.9501 2.1192
H 0.5059 6.0629 1.1787
H 0.7620 8.1073 -0.1944
H 3.0079 9.0160 -0.6517
O -4.3117 -9.2462 -1.3913
C -4.1085 -8.0719 -1.6275
C -4.5294 -7.4753 -2.9230
C -5.1804 -8.2685 -3.8616
C -5.6115 -7.7142 -5.0562
C -5.3956 -6.3645 -5.3186
C -4.7324 -5.5741 -4.3937
C -4.2918 -6.1268 -3.1962
C -3.5657 -5.2726 -2.2200
O -3.3116 -4.1127 -2.4812
C -3.1633 -5.8632 -0.9171
C -2.5152 -5.0680 0.0215
C -2.1637 -5.5974 1.2526
C -2.4591 -6.9247 1.5524
C -3.0926 -7.7254 0.6144
C -3.4424 -7.2002 -0.6249
H -5.3542 -9.3172 -3.6576
H -6.1222 -8.3325 -5.7842
H -5.7442 -5.9303 -6.2475
H -4.5611 -4.5258 -4.6021
H -2.2879 -4.0344 -0.2047
H -1.6638 -4.9750 1.9822
H -2.1923 -7.3343 2.5191
H -3.3180 -8.7578 0.8491

Cartesian forces (eV/Å) of the 6 atoms listed first:
-0.2420 0.0718 -0.1161
0.2339 -0.5170 -0.5059
-0.2360 0.5229 0.6025
0.6229 -0.3595 -0.8197
-1.3643 0.6732 1.2560
1.5179 -1.8021 -4.2040

## Properties
SMILES = [H]/N=C/C[C@H](C#N)[C@](Br)(C#N)CCC(C)C.O=C1c2ccccc2C(=O)c2ccccc21.O=C1c2ccccc2C(=O)c2ccccc21
Orbital gap = 8.834 eV

***

Entry 5:
C39H32ClF7GeIrN3O4Si as an isolated structure. Source: the Open Molecules 2025 dataset; level of theory: ωB97M-V with the def2-TZVPD basis set.

Element x y z (Å)
Ir -0.2789 -0.5746 -0.9646
O 1.1004 -6.3044 -1.2355
C 2.0174 -5.5026 -1.7615
O 2.8805 -5.9156 -2.4891
C 1.9105 -4.0500 -1.4178
C 2.7609 -3.0534 -1.8914
Cl 4.0462 -3.2198 -2.9817
N 2.3714 -1.8719 -1.3416
N 1.2647 -2.0549 -0.6002
C 1.0020 -3.3552 -0.5998
C -0.1363 -3.8686 0.1979
O -0.4353 -5.0561 0.1921
O -0.7440 -2.9630 0.9176
C 2.6903 -0.4626 -1.5555
C 2.0334 1.5905 -1.0285
C 2.7577 2.7925 -1.5503
C 3.7023 2.9697 -2.5468
C 4.2952 2.0974 -3.4293
C 4.0663 -0.1242 -2.1936
H 0.4485 -5.8179 -0.6789
H 0.2397 1.2045 -0.2369
H 2.5682 3.6889 -0.9845
H 4.0578 3.9905 -2.6247
H 5.0196 2.4624 -4.1421
H 4.7136 -0.9754 -2.3861
F 2.8116 0.2022 0.9281
C 3.0144 0.5116 -0.3813
C 1.5174 0.4166 -1.9702
C 1.4846 0.5923 -3.4285
F 0.2878 0.7589 -4.0336
C 2.5923 0.5422 -4.1598
F 2.5851 0.6428 -5.4963
C 3.9683 0.6444 -3.5354
F 4.8814 0.0649 -4.4054
C 4.3952 0.5638 -0.8979
F 5.3275 1.4960 -0.6574
Ge -2.1384 -3.5033 2.0356
C -3.6913 -3.4053 0.8929
C -3.5898 -3.1125 -0.4636
C -4.7343 -2.9339 -1.2269
C -5.9847 -3.0464 -0.6399
C -6.0964 -3.3393 0.7119
C -4.9536 -3.5129 1.4766
C -2.1662 -2.1357 3.4054
C -3.0486 -1.0605 3.3452
C -3.0760 -0.1162 4.3610
C -2.2284 -0.2456 5.4505
C -1.3447 -1.3138 5.5225
C -1.3151 -2.2530 4.5041
H -1.7225 -4.8421 2.6350
H -2.6177 -3.0073 -0.9293
H -4.6467 -2.6992 -2.2788
H -6.8754 -2.8993 -1.2350
H -7.0713 -3.4244 1.1719
H -5.0489 -3.7322 2.5340
H -3.7149 -0.9505 2.4984
H -3.7604 0.7192 4.3006
H -2.2567 0.4866 6.2466
H -0.6834 -1.4153 6.3727
H -0.6247 -3.0864 4.5674
C 2.6361 3.0693 2.0714
Si 0.9513 2.3491 1.7095
C -0.4213 3.5093 2.2016
C 0.5524 0.7068 2.4945
N 0.8683 2.0984 -0.1652
C 0.1532 3.1638 -0.8833
C 0.4019 4.5006 -0.5960
C -0.2666 5.4960 -1.2865
C -1.1868 5.1622 -2.2705
C -1.4212 3.8297 -2.5632
C -0.7497 2.8291 -1.8758
H 2.8525 2.9576 3.1346
H 2.6720 4.1352 1.8432
H 3.4379 2.5767 1.5234
H -0.4650 3.4877 3.2929
H -1.3741 3.1341 1.8274
H -0.3097 4.5436 1.8914
H 1.3835 0.3245 3.0839
H 0.2986 -0.0466 1.7445
H -0.3124 0.8265 3.1455
H 1.1205 4.7740 0.1643
H -0.0654 6.5328 -1.0556
H -1.7150 5.9395 -2.8052
H -2.1347 3.5506 -3.3252
H -0.9367 1.7918 -2.1170
F -2.0413 1.2488 0.5475
C -2.1102 0.1798 -0.3693
F -2.9142 0.6680 -1.3937
H -2.7313 -0.5717 0.1424

Cartesian forces (eV/Å) of the 6 atoms listed first:
-0.3839 0.2584 -0.4795
0.9403 -0.2736 -0.7607
-0.3057 -0.4156 0.0078
0.1584 0.1264 -0.0206
0.3071 0.0738 -0.0313
-0.0820 -0.0042 0.2213

## Properties
Orbital gap (alpha / beta) = 6.377 / 6.687 eV
Spin multiplicity = 5

***

Entry 6:
C39H32N3P2PtTe as an isolated structure. Source: the Open Molecules 2025 dataset; level of theory: ωB97M-V with the def2-TZVPD basis set.

Element x y z (Å)
Pt 1.3691 -1.5725 0.2938
N 3.5242 -1.8786 0.5161
C 3.8913 -1.7817 1.9316
C 5.1888 -1.7408 2.3472
C 5.4925 -1.6950 3.7256
C 4.4903 -1.6919 4.6525
C 3.1363 -1.7242 4.2385
C 2.0452 -1.7108 5.1345
C 0.7615 -1.7403 4.6538
C 0.5571 -1.7615 3.2706
N 1.5638 -1.7686 2.4050
C 2.8491 -1.7640 2.8632
H 3.6775 -2.8303 0.1908
H 4.1303 -1.2790 -0.0350
H 5.9953 -1.7613 1.6214
H 6.5283 -1.6728 4.0369
H 4.7170 -1.6626 5.7126
H 2.2338 -1.6722 6.2026
H -0.0914 -1.7444 5.3182
H -0.4434 -1.7923 2.8649
Te -1.6047 0.8450 1.9502
C -2.8747 2.2811 1.0615
C -4.2070 2.2889 1.4211
C -5.0292 3.2268 0.7935
N -4.5822 4.0890 -0.1198
C -3.2906 4.0585 -0.4510
C -2.3828 3.1699 0.1203
C -0.7568 0.2677 0.0425
P -1.2196 -1.4558 -0.1840
C -0.7900 -2.1088 -1.8101
C -1.6288 -2.0878 -2.9187
C -1.1787 -2.6299 -4.1171
C 0.0708 -3.2360 -4.1971
C 0.8924 -3.3019 -3.0777
C 0.4471 -2.7343 -1.8992
C -3.0109 -1.4985 -0.0496
C -3.6702 -2.4428 0.7283
C -5.0560 -2.4388 0.7689
C -5.7702 -1.5078 0.0270
C -5.1039 -0.5702 -0.7566
C -3.7194 -0.5506 -0.7932
P 0.9220 0.7089 -0.2951
C 1.2987 2.3684 0.2548
C 1.2767 2.7293 1.6109
C 1.4797 4.0481 1.9683
C 1.7538 4.9989 0.9911
C 1.8294 4.6345 -0.3499
C 1.6228 3.3207 -0.7266
C 1.1381 0.6821 -2.0829
C 2.3469 0.2235 -2.6196
C 2.5389 0.2234 -3.9924
C 1.5167 0.6564 -4.8289
C 0.3102 1.1033 -4.2993
C 0.1143 1.1235 -2.9270
H -4.6167 1.6108 2.1599
H -6.0843 3.2778 1.0369
H -2.9652 4.7773 -1.1956
H -1.3351 3.1991 -0.1593
H -2.6255 -1.6756 -2.8548
H -1.8161 -2.5955 -4.9923
H 0.3916 -3.6952 -5.1242
H 1.8372 -3.8286 -3.1208
H 1.0352 -2.9287 -0.9749
H -3.1163 -3.1796 1.2992
H -5.5770 -3.1677 1.3761
H -6.8527 -1.5113 0.0554
H -5.6622 0.1436 -1.3489
H -3.2021 0.1877 -1.3988
H 1.1607 1.9848 2.3784
H 1.4526 4.3335 3.0118
H 1.9369 6.0274 1.2794
H 2.0563 5.3744 -1.1062
H 1.6905 3.0428 -1.7684
H 3.1420 -0.1036 -1.9605
H 3.4815 -0.1077 -4.4113
H 1.6627 0.6536 -5.9034
H -0.4785 1.4452 -4.9593
H -0.8147 1.4960 -2.5059

Cartesian forces (eV/Å) of the 6 atoms listed first:
-0.7072 0.2659 1.6827
-0.8166 0.3572 -0.0613
0.1795 0.0402 -0.0571
0.1741 -0.0269 -0.1106
0.0281 -0.0082 -0.0262
0.0036 0.0038 0.0619

## Properties
Total charge = +3
Orbital gap (alpha / beta) = 4.890 / 5.173 eV